No. 1
58
Properties=species:S:1:pos:R:3:lowdin_charge:R:1 method="wB97M-V/def2-TZVPD" homo_energy_ha=-0.3564 smiles="CCOCC[C@@]1(N=C=S)OS(=O)(=O)O[C@@]1(CCCCCOC)OC(=O)c1ccccc1"
C 3.997 -1.627 1.747 -0.06
C 3.171 -2.885 1.496 -0.26
O 1.861 -2.543 1.076 -0.16
C 1.403 -3.232 -0.072 -0.20
C 0.152 -2.529 -0.576 -0.05
C 0.447 -1.362 -1.523 -0.34
N 1.616 -0.654 -1.071 0.14
C 2.637 -0.442 -1.673 -0.77
S 3.980 -0.198 -2.421 0.81
O 0.729 -1.962 -2.805 -0.13
S -0.034 -1.316 -4.033 0.61
O 0.822 -0.422 -4.733 -0.21
O -0.720 -2.353 -4.714 -0.20
O -1.053 -0.470 -3.169 -0.08
C -0.760 -0.365 -1.780 -0.37
C -0.436 1.085 -1.482 -0.08
C -0.363 1.427 0.004 -0.17
C 0.442 2.701 0.258 -0.18
C 1.956 2.468 0.218 -0.17
C 2.786 3.649 0.737 -0.22
O 2.186 4.907 0.487 -0.20
C 1.531 5.506 1.587 -0.12
O -1.839 -0.887 -1.043 0.08
C -3.017 -0.198 -0.949 -0.40
O -3.315 0.719 -1.663 0.17
C -3.883 -0.762 0.125 -0.13
C -3.610 -0.554 1.472 -0.02
C -4.478 -1.054 2.428 -0.07
C -5.602 -1.769 2.046 -0.08
C -5.859 -1.995 0.701 -0.07
C -5.000 -1.489 -0.262 -0.01
H 3.675 -0.832 1.074 0.05
H 3.913 -1.281 2.776 0.07
H 5.050 -1.832 1.549 0.07
H 3.667 -3.510 0.749 0.11
H 3.103 -3.479 2.413 0.12
H 2.185 -3.269 -0.838 0.13
H 1.128 -4.256 0.205 0.13
H -0.440 -3.247 -1.144 0.14
H -0.419 -2.205 0.289 0.13
H 0.484 1.334 -2.011 0.13
H -1.221 1.680 -1.946 0.13
H -1.369 1.538 0.414 0.11
H 0.118 0.607 0.548 0.12
H 0.164 3.103 1.234 0.11
H 0.182 3.453 -0.489 0.13
H 2.258 2.270 -0.814 0.10
H 2.184 1.570 0.801 0.11
H 3.013 3.541 1.803 0.12
H 3.746 3.661 0.217 0.12
H 0.658 6.040 1.216 0.09
H 1.194 4.765 2.316 0.08
H 2.200 6.208 2.094 0.09
H -2.727 -0.002 1.772 0.11
H -4.284 -0.889 3.479 0.11
H -6.282 -2.151 2.795 0.10
H -6.732 -2.558 0.398 0.11
H -5.197 -1.652 -1.313 0.13



No. 2
144
Properties=species:S:1:pos:R:3:lowdin_charge:R:1 method="wB97M-V/def2-TZVPD" homo_energy_ha=-0.2806 relative_energy_kcal_mol=75.6 smiles="CCOC(=O)C(F)(F)F.CCN(CC)CC.CCN(CC)CC.CCN(CC)CC.CCN(CC)CC.CCN(CC)CC.CC(C)=O.CC(C)=O"
C 0.248 1.679 3.635 -0.07
C -0.784 2.554 2.997 -0.17
O -1.974 1.733 2.683 0.00
C -2.893 1.528 3.642 -0.37
O -2.895 2.126 4.683 0.16
C -4.008 0.578 3.087 -0.51
F -5.224 1.185 3.031 0.15
F -3.693 -0.010 1.941 0.18
F -4.174 -0.397 3.999 0.14
H 1.203 2.179 3.798 0.08
H 0.402 0.790 3.024 0.09
H 0.005 1.340 4.642 0.08
H -0.400 2.919 2.044 0.12
H -1.094 3.405 3.604 0.12
C 3.431 1.926 -7.378 -0.07
C 3.514 3.421 -6.918 -0.24
N 3.035 3.535 -5.541 -0.22
C 1.601 3.575 -5.362 -0.23
C 0.733 4.220 -6.509 -0.08
C 3.892 3.005 -4.447 -0.24
C 3.702 3.690 -3.138 -0.11
H 2.388 1.662 -7.553 0.06
H 3.822 1.206 -6.660 0.06
H 3.972 1.705 -8.298 0.06
H 4.479 3.892 -7.110 0.10
H 3.054 4.155 -7.579 0.09
H 1.257 2.629 -4.945 0.11
H 1.497 4.323 -4.576 0.09
H 0.856 3.691 -7.454 0.05
H -0.346 4.153 -6.372 0.07
H 0.938 5.253 -6.792 0.07
H 4.943 3.029 -4.734 0.12
H 3.579 1.961 -4.446 0.10
H 2.733 3.571 -2.654 0.07
H 3.779 4.773 -3.229 0.08
H 4.441 3.356 -2.409 0.07
C 5.616 -3.718 -1.212 -0.07
C 5.469 -5.280 -1.069 -0.22
N 6.329 -5.940 -2.100 -0.21
C 7.637 -6.319 -1.567 -0.26
C 8.602 -5.131 -1.273 -0.09
C 5.673 -7.120 -2.823 -0.21
C 4.854 -6.413 -3.953 -0.09
H 6.612 -3.447 -0.861 0.04
H 4.846 -3.214 -0.628 0.06
H 5.502 -3.322 -2.221 0.07
H 5.761 -5.722 -0.117 0.10
H 4.429 -5.605 -1.105 0.10
H 7.483 -6.942 -0.686 0.11
H 8.097 -6.899 -2.367 0.10
H 8.297 -4.678 -0.330 0.05
H 9.637 -5.412 -1.081 0.06
H 8.560 -4.336 -2.018 0.07
H 5.017 -7.632 -2.119 0.09
H 6.366 -7.899 -3.139 0.10
H 4.301 -5.537 -3.614 0.06
H 4.110 -7.104 -4.351 0.06
H 5.586 -6.030 -4.664 0.07
C -4.111 -6.760 4.509 -0.07
C -2.926 -6.675 5.523 -0.28
N -3.049 -5.494 6.325 -0.21
C -1.823 -4.969 7.023 -0.23
C -0.984 -4.099 6.071 -0.08
C -4.029 -5.700 7.381 -0.26
C -4.519 -4.308 7.938 -0.07
H -3.820 -7.492 3.756 0.06
H -4.128 -5.729 4.158 0.08
H -5.019 -7.163 4.957 0.06
H -2.833 -7.559 6.155 0.11
H -1.988 -6.573 4.976 0.11
H -2.068 -4.507 7.979 0.09
H -1.247 -5.835 7.351 0.11
H -1.498 -3.289 5.552 0.07
H -0.257 -3.500 6.620 0.06
H -0.483 -4.764 5.368 0.06
H -3.598 -6.337 8.153 0.11
H -4.945 -6.243 7.146 0.11
H -4.927 -3.712 7.123 0.07
H -3.777 -3.767 8.525 0.05
H -5.344 -4.532 8.613 0.06
C -1.219 -2.887 -7.900 -0.07
C -1.229 -3.257 -6.352 -0.27
N -2.480 -3.037 -5.673 -0.20
C -2.418 -3.204 -4.234 -0.25
C -1.302 -2.383 -3.470 -0.07
C -3.608 -3.843 -6.205 -0.26
C -3.358 -5.294 -6.096 -0.10
H -2.023 -3.434 -8.393 0.05
H -0.229 -3.108 -8.299 0.07
H -1.431 -1.825 -8.023 0.07
H -0.791 -4.255 -6.345 0.10
H -0.464 -2.606 -5.929 0.10
H -2.205 -4.268 -4.124 0.08
H -3.400 -3.188 -3.762 0.11
H -0.474 -3.086 -3.566 0.06
H -1.562 -2.156 -2.436 0.06
H -0.944 -1.438 -3.878 0.06
H -4.470 -3.549 -5.606 0.11
H -3.849 -3.443 -7.190 0.11
H -2.714 -5.653 -6.899 0.07
H -2.997 -5.665 -5.137 0.07
H -4.297 -5.800 -6.320 0.08
C -5.226 5.735 -2.370 -0.09
C -5.161 7.077 -3.156 -0.25
N -6.483 7.654 -3.025 -0.22
C -6.458 9.111 -3.036 -0.24
C -6.183 9.952 -4.357 -0.07
C -7.495 6.885 -3.806 -0.22
C -8.932 7.375 -3.600 -0.08
H -5.563 5.813 -1.337 0.07
H -4.191 5.392 -2.378 0.06
H -5.889 5.026 -2.865 0.05
H -4.449 7.763 -2.697 0.11
H -4.938 6.801 -4.186 0.11
H -7.419 9.399 -2.611 0.09
H -5.751 9.433 -2.272 0.10
H -7.023 9.906 -5.050 0.05
H -5.904 10.988 -4.164 0.06
H -5.398 9.519 -4.977 0.06
H -7.495 5.819 -3.578 0.10
H -7.103 7.008 -4.816 0.11
H -9.288 7.253 -2.577 0.08
H -9.604 6.811 -4.246 0.07
H -9.040 8.439 -3.810 0.06
C 8.576 3.508 6.403 -0.03
C 10.040 3.723 6.398 -0.48
C 10.759 4.055 7.745 -0.02
O 10.744 3.406 5.454 0.05
H 8.145 2.724 5.781 0.09
H 8.184 4.504 6.198 0.09
H 8.196 3.400 7.419 0.08
H 10.566 3.301 8.508 0.08
H 10.311 4.967 8.140 0.07
H 11.822 4.270 7.630 0.08
C -0.324 1.585 10.262 -0.03
C -0.890 1.906 11.575 -0.57
C -2.315 2.140 11.585 -0.03
O -0.245 2.075 12.576 0.08
H 0.605 1.014 10.255 0.09
H -0.242 2.423 9.571 0.10
H -0.954 0.923 9.667 0.08
H -2.853 1.708 10.741 0.09
H -2.384 3.220 11.721 0.10
H -2.714 1.733 12.514 0.10



No. 3
11
Properties=species:S:1:pos:R:3:lowdin_charge:R:1 method="wB97M-V/def2-TZVPD" homo_energy_ha=-0.3915 relative_energy_kcal_mol=54.5
C -1.358 -0.023 1.693 0.04
C -0.277 0.239 0.962 -0.18
C 2.487 -0.298 -0.856 -0.01
O 2.117 -1.280 -0.419 -0.01
C -0.328 1.141 -0.157 -0.27
N -0.393 1.837 -1.080 0.15
H -2.303 0.476 1.504 0.08
H 0.042 -0.758 -2.646 0.05
H -1.312 -0.751 2.495 0.07
H 0.672 -0.248 1.160 0.07
H 0.651 -0.335 -2.655 0.01



Ordered frontier orbital gap results: 9.974 7.888 11.005; unit eV.